(1)
{
  "formula": "C19H42BF5N3O9P2",
  "method": "ωB97M-V/def2-TZVPD",
  "total_charge": 1,
  "e_homo_ev": -11.8,
  "gap_ev": 6.4,
  "largest_force_ha_per_bohr": 0.156,
  "symbols": ["C", "B", "O", "C", "C", "N", "C", "N", "C", "F", "F", "C", "F", "F", "F", "N", "C", "H", "H", "H", "H", "H", "H", "H", "H", "H", "H", "H", "H", "O", "P", "O", "C", "C", "O", "C", "C", "O", "C", "C", "H", "H", "H", "H", "H", "H", "H", "H", "H", "H", "H", "H", "H", "H", "H", "O", "P", "O", "C", "C", "O", "C", "C", "O", "C", "C", "H", "H", "H", "H", "H", "H", "H", "H", "H", "H", "H", "H", "H", "H", "H"],
  "positions_angstrom": [[4.982, -2.745, 3.982], [3.624, -1.965, 4.302], [3.104, -1.967, 5.585], [2.854, -1.123, 3.164], [2.385, 0.242, 3.772], [1.030, 0.217, 4.390], [0.153, -0.634, 3.761], [-1.023, -0.880, 4.373], [-1.483, -2.181, 4.803], [-2.543, -1.938, 5.581], [-0.508, -2.774, 5.492], [-1.999, -3.110, 3.653], [-2.848, -2.475, 2.863], [-2.718, -4.076, 4.252], [-1.039, -3.722, 2.982], [0.424, -1.205, 2.500], [1.727, -1.924, 2.456], [5.315, -2.606, 2.939], [4.868, -3.839, 4.129], [5.766, -2.347, 4.656], [3.197, -2.835, 6.004], [3.623, -0.876, 2.408], [3.089, 0.486, 4.588], [2.495, 1.024, 2.996], [0.646, 1.164, 4.243], [-1.623, -0.077, 4.557], [0.520, -0.397, 1.870], [2.007, -2.007, 1.393], [1.571, -2.938, 2.858], [3.363, 0.325, -0.533], [3.742, 0.673, -1.955], [2.747, 1.962, -2.213], [2.829, 3.081, -1.332], [4.037, 3.948, -1.637], [2.904, -0.539, -2.703], [2.677, -1.777, -2.037], [1.259, -1.821, -1.508], [4.592, 0.922, -3.344], [3.934, 1.091, -4.612], [3.980, 2.537, -5.063], [2.853, 2.750, -0.290], [1.914, 3.661, -1.465], [4.961, 3.365, -1.606], [4.114, 4.765, -0.917], [3.961, 4.379, -2.635], [3.405, -1.935, -1.241], [2.821, -2.575, -2.767], [1.039, -0.951, -0.884], [1.094, -2.727, -0.919], [0.540, -1.806, -2.328], [2.907, 0.735, -4.604], [4.486, 0.475, -5.324], [3.240, 3.132, -4.528], [3.751, 2.611, -6.126], [4.958, 2.981, -4.871], [-3.967, 2.794, -1.295], [-4.888, 1.608, -1.400], [-3.805, 0.384, -1.124], [-3.054, 0.404, 0.078], [-3.880, -0.055, 1.268], [-5.010, 1.565, -3.042], [-4.895, 2.760, -3.820], [-3.520, 2.840, -4.453], [-6.193, 0.599, -1.291], [-6.264, -0.624, -2.040], [-6.048, -1.827, -1.144], [-2.646, 1.403, 0.260], [-2.204, -0.270, -0.064], [-4.788, 0.543, 1.375], [-3.298, 0.024, 2.190], [-4.189, -1.092, 1.147], [-5.109, 3.644, -3.220], [-5.654, 2.711, -4.603], [-2.730, 2.746, -3.708], [-3.389, 3.785, -4.984], [-3.382, 2.021, -5.163], [-5.566, -0.647, -2.873], [-7.271, -0.664, -2.458], [-4.989, -1.955, -0.916], [-6.386, -2.738, -1.641], [-6.576, -1.715, -0.195]]
}

=====

(2)
{
  "formula": "C23H48AlIN2O6PS",
  "method": "ωB97M-V/def2-TZVPD",
  "total_charge": -1,
  "e_homo_ev": -4.7,
  "gap_ev": 7.2,
  "largest_force_ha_per_bohr": 0.012,
  "symbols": ["C", "C", "O", "C", "C", "Al", "I", "C", "O", "C", "C", "C", "C", "C", "C", "P", "S", "H", "H", "H", "H", "H", "H", "H", "H", "H", "H", "H", "H", "H", "H", "H", "H", "H", "H", "C", "O", "C", "C", "N", "C", "C", "O", "C", "H", "H", "H", "H", "H", "H", "H", "H", "H", "H", "H", "H", "H", "H", "H", "C", "O", "C", "C", "N", "C", "C", "O", "C", "H", "H", "H", "H", "H", "H", "H", "H", "H", "H", "H", "H", "H", "H", "H"],
  "positions_angstrom": [[-5.789, 2.120, 1.039], [-5.041, 1.752, 2.331], [-3.659, 1.564, 2.133], [-2.910, 2.765, 1.984], [-1.441, 2.412, 1.824], [-1.257, 0.548, 1.153], [-1.628, -1.281, 3.010], [-2.462, 0.063, -0.378], [-3.085, 1.231, -0.991], [-2.506, 1.637, -2.155], [-1.615, 2.706, -2.157], [-1.045, 3.131, -3.350], [-1.358, 2.493, -4.550], [-2.250, 1.424, -4.543], [-2.822, 0.991, -3.354], [1.047, 0.169, 0.613], [1.722, 1.141, -0.997], [-5.072, 2.197, 0.221], [-6.340, 3.058, 1.129], [-6.504, 1.338, 0.769], [-5.410, 0.805, 2.732], [-5.194, 2.517, 3.105], [-3.105, 3.394, 2.869], [-3.267, 3.314, 1.101], [-0.957, 3.116, 1.140], [-0.909, 2.496, 2.779], [-1.959, -0.518, -1.162], [-3.279, -0.553, 0.014], [-1.367, 3.177, -1.212], [-0.336, 3.951, -3.334], [-0.905, 2.816, -5.479], [-2.502, 0.920, -5.471], [-3.516, 0.159, -3.331], [1.254, -1.219, 0.492], [1.825, 0.471, 1.752], [9.565, 3.228, 1.104], [8.900, 3.276, -0.137], [8.324, 2.042, -0.552], [6.815, 2.084, -0.512], [6.323, 2.157, 0.853], [4.878, 2.349, 0.972], [4.268, 3.617, 0.399], [4.629, 4.803, 1.097], [5.848, 5.387, 0.706], [10.087, 4.176, 1.227], [8.875, 3.097, 1.946], [10.299, 2.416, 1.133], [8.698, 1.226, 0.076], [8.648, 1.858, -1.580], [6.432, 1.167, -0.971], [6.484, 2.923, -1.141], [6.801, 2.905, 1.339], [4.631, 2.317, 2.036], [4.375, 1.499, 0.501], [3.186, 3.522, 0.493], [4.478, 3.733, -0.671], [6.036, 5.249, -0.363], [6.705, 4.990, 1.262], [5.782, 6.457, 0.913], [-2.410, -7.835, 1.692], [-3.555, -7.014, 1.699], [-3.333, -5.695, 2.195], [-3.444, -4.659, 1.103], [-2.355, -4.790, 0.149], [-2.423, -3.902, -1.002], [-3.621, -4.013, -1.933], [-3.684, -5.223, -2.672], [-4.291, -6.306, -2.002], [-2.737, -8.845, 1.448], [-1.669, -7.518, 0.949], [-1.924, -7.850, 2.673], [-2.351, -5.633, 2.673], [-4.096, -5.495, 2.952], [-3.400, -3.670, 1.569], [-4.438, -4.760, 0.641], [-2.300, -5.751, -0.164], [-1.522, -4.065, -1.599], [-2.377, -2.872, -0.639], [-3.535, -3.214, -2.673], [-4.569, -3.859, -1.401], [-5.100, -5.969, -1.347], [-3.579, -6.882, -1.403], [-4.709, -6.968, -2.762]]
}